# C39H54Br14F6N3OS

A cluster of 8 separate species, C39H54Br14F6N3OS in total at a distorted geometry (ωB97M-V/def2-TZVPD, the OMol25 dataset).

- largest force on an atom (eV Å⁻¹) = 1.9
- E_HOMO (eV) = -10.91
- charge = +1

CARTESIAN COORDINATES (ANGSTROEM)
C (-1.4358, 1.6637, 5.6710)
C (-2.3176, 0.7338, 5.3253)
C (-3.5255, 1.1403, 4.4871)
N (-3.0915, 1.8728, 3.2619)
C (-3.3540, 3.1750, 3.2872)
C (-3.0252, 4.0110, 2.2489)
C (-3.4451, 5.4494, 2.3842)
C (-4.9527, 5.5651, 1.9883)
C (-2.3480, 3.4743, 1.1528)
C (-2.0063, 4.4394, 0.0449)
C (-0.8499, 5.4061, 0.4029)
S (-0.5927, 6.5450, -1.0003)
C (0.3392, 5.6005, -2.1026)
N (-0.0706, 4.9334, -3.1467)
N (0.9930, 4.3178, -3.6933)
C (2.0303, 4.6147, -2.9684)
O (1.6682, 5.4171, -1.9673)
C (-2.0714, 2.0614, 1.1426)
C (-1.3377, 1.4865, -0.0441)
C (0.1723, 1.8281, -0.0276)
C (1.0200, 0.6783, -0.5678)
F (0.4552, 2.9181, -0.8172)
C (-2.4756, 1.2687, 2.1994)
C (-2.2336, -0.2575, 2.1201)
F (-2.9146, -0.6688, 1.0209)
F (-2.7942, -0.9464, 3.1482)
C (-0.8013, -0.7673, 2.0603)
C (0.2282, -0.2303, 2.8200)
C (1.4786, -0.8135, 2.7576)
C (1.7373, -1.9055, 1.9563)
C (0.7206, -2.4307, 1.1690)
C (0.9358, -3.6258, 0.2741)
F (-0.2273, -4.2280, 0.0139)
F (1.4505, -3.2988, -0.9398)
F (1.8155, -4.4831, 0.7899)
C (-0.5313, -1.8460, 1.2373)
H (-1.6655, 2.7214, 5.6050)
H (-0.4373, 1.4250, 6.0058)
H (-2.1947, -0.3005, 5.6048)
H (-4.1135, 1.8062, 5.1114)
H (-4.1483, 0.3013, 4.2283)
H (-3.8663, 3.5816, 4.1428)
H (-3.3528, 5.7470, 3.4247)
H (-2.9014, 6.0972, 1.7170)
H (-5.0587, 6.1933, 1.1069)
H (-5.5391, 6.0538, 2.7607)
H (-5.3782, 4.5958, 1.7328)
H (-2.8840, 5.0587, -0.1447)
H (-1.7540, 3.9767, -0.8973)
H (-1.0941, 6.0596, 1.2346)
H (0.0578, 4.8758, 0.6614)
H (3.0431, 4.2871, -3.0941)
H (-1.7306, 1.8902, -0.9734)
H (-1.3992, 0.4104, -0.1368)
H (0.4864, 1.9702, 1.0096)
H (1.5252, 1.0409, -1.4592)
H (1.8023, 0.3814, 0.1235)
H (0.4309, -0.1793, -0.8810)
H (0.0737, 0.6202, 3.4691)
H (2.3025, -0.4259, 3.3383)
H (2.7159, -2.3609, 1.8974)
H (-1.3360, -2.2724, 0.6569)
Br (3.9306, -2.9473, 5.3901)
C (4.1846, -1.3168, 6.4214)
C (3.1547, -1.1809, 7.5101)
Br (1.4263, -0.6379, 6.7926)
H (4.1632, -0.4923, 5.7164)
H (5.1806, -1.3996, 6.8503)
H (3.4387, -0.3940, 8.2050)
H (2.9888, -2.1027, 8.0573)
Br (-6.6071, 3.9140, -0.5540)
C (-8.5522, 4.0164, -0.5918)
C (-9.0406, 5.3260, -0.0366)
Br (-8.9216, 5.3650, 1.9058)
H (-8.9229, 3.1574, -0.0430)
H (-8.8248, 3.9198, -1.6403)
H (-10.0949, 5.4650, -0.2644)
H (-8.4764, 6.1767, -0.4039)
Br (3.2259, -1.9962, -2.3096)
C (4.4793, -1.4650, -3.7018)
C (5.8161, -1.0838, -3.1257)
Br (5.7580, 0.6786, -2.2961)
H (4.0115, -0.6581, -4.2570)
H (4.5771, -2.3358, -4.3464)
H (6.5638, -1.0071, -3.9117)
H (6.1611, -1.7770, -2.3657)
Br (5.0466, -7.2215, -2.7761)
C (3.1761, -6.9868, -2.2941)
C (2.9696, -7.0866, -0.8078)
Br (3.0410, -8.9312, -0.1950)
H (2.6127, -7.7279, -2.8515)
H (2.9132, -5.9919, -2.6492)
H (1.9771, -6.7340, -0.5398)
H (3.7140, -6.5369, -0.2414)
Br (3.8298, 5.1296, -7.3249)
C (2.0825, 5.5646, -8.0681)
C (1.4851, 6.7747, -7.4031)
Br (0.8001, 6.3267, -5.6374)
H (1.4662, 4.6781, -7.9610)
H (2.2606, 5.7571, -9.1238)
H (0.6285, 7.1356, -7.9685)
H (2.1983, 7.5826, -7.2759)
Br (-5.3937, -7.0615, 2.0800)
C (-4.1838, -6.3438, 0.7384)
C (-2.8510, -5.9773, 1.3330)
Br (-2.9508, -4.3135, 2.3428)
H (-4.6872, -5.4996, 0.2788)
H (-4.0646, -7.1380, 0.0046)
H (-2.1216, -5.7928, 0.5480)
H (-2.4680, -6.7328, 2.0109)
Br (8.9030, -10.6659, -6.3864)
C (7.7375, -9.6121, -5.2396)
C (6.3228, -9.5920, -5.7510)
Br (6.1288, -8.4002, -7.2778)
H (8.1747, -8.6213, -5.1717)
H (7.7813, -10.0955, -4.2659)
H (5.6517, -9.1952, -4.9926)
H (5.9729, -10.5688, -6.0682)

These are the Löwdin partial charges, in e, on atoms 1 to 6: number 1, C, carries 0.03; number 2, C, carries -0.12; number 3, C, carries -0.09; number 4, N, carries 0.04; number 5, C, carries 0.03; number 6, C, carries -0.13